C51H52Br2GeKNO3S5 | wB97M-V/def2-TZVPD

ORCA input file:
```
! wB97M-V def2-TZVPD RIJCOSX def2/J DEFGRID3
* xyz -2 1
K -0.985 0.945 1.538
C 0.601 -2.284 2.708
C -0.832 -2.946 2.528
S -2.218 -1.769 2.468
C -3.455 -2.246 3.711
C -2.706 -2.564 5.068
S -2.020 -1.107 5.782
C -0.395 -1.567 6.253
C 0.506 -2.235 5.310
S 1.033 -1.144 4.012
H 0.632 -1.726 1.693
H 1.380 -3.023 2.634
H -1.201 -3.785 3.498
H -0.796 -3.565 1.710
H -4.066 -3.062 3.244
H -3.964 -1.482 3.672
H -1.911 -3.377 4.792
H -3.402 -3.141 5.602
H -0.424 -2.220 7.285
H -0.105 -0.661 6.504
H 0.091 -3.017 4.701
H 1.414 -2.542 6.140
O 1.183 2.734 5.954
S 1.241 3.342 4.573
C 1.863 2.105 3.466
C 3.388 2.310 3.167
C 3.752 1.583 1.819
C 3.446 0.079 1.762
S 2.704 -0.602 0.316
O 1.182 -0.338 0.350
C 3.242 0.302 -1.132
C 2.160 0.912 -2.114
C 2.685 1.761 -3.293
C 4.097 1.573 -3.794
C 4.891 1.045 -2.873
C 4.500 0.403 -1.603
C -0.460 3.427 3.981
C -1.400 2.708 4.706
C -2.759 2.788 4.390
C -3.056 3.551 3.240
C -2.094 4.200 2.487
C -0.728 4.132 2.883
H 1.485 2.159 2.566
H 1.666 1.175 4.243
H 3.983 2.181 3.948
H 3.550 3.312 2.790
H 4.735 1.972 1.509
H 2.928 1.999 0.978
H -7.486 -6.453 -0.075
H 4.592 -0.485 1.897
H 1.307 1.441 -1.560
H 2.533 2.685 -3.144
H 4.668 1.902 -4.660
H 5.960 0.689 -3.136
H 5.380 -0.311 -1.097
H -1.011 1.960 5.425
H -3.489 2.009 4.663
H -3.957 3.502 2.741
H -2.309 4.546 1.504
H 0.032 4.427 2.166
C -4.137 1.189 -0.217
C -3.146 2.419 -0.758
C -3.825 3.468 -1.716
C -3.173 4.667 -1.880
C -1.830 4.646 -1.590
C -0.972 5.754 -1.984
Br -1.681 6.994 -3.195
C 0.341 5.810 -1.472
C 0.862 4.849 -0.665
Br 2.524 4.928 0.164
C 0.221 3.669 -0.335
O 0.578 2.730 0.365
C -1.263 3.629 -0.741
N -2.015 2.507 -0.231
H -3.887 0.347 0.036
H -4.957 1.018 -1.086
H -4.659 1.855 0.386
H -4.720 3.191 -2.023
H -3.643 5.508 -2.193
H 0.945 6.701 -1.615
C -1.646 -3.020 -0.805
Ge -0.298 -2.651 -2.213
C 0.184 -0.746 -2.792
C -0.884 -0.007 -2.869
C -0.821 1.348 -3.423
C 0.232 1.749 -4.128
C 1.535 1.020 -4.198
C 1.494 -0.262 -3.179
C -1.156 -3.553 -3.931
C -1.621 -4.841 -3.843
C -2.455 -5.394 -4.811
C -2.876 -4.637 -5.881
C -2.366 -3.341 -6.071
C -1.505 -2.834 -5.146
C 1.598 -3.452 -1.921
C 2.386 -3.817 -2.998
C 3.527 -4.621 -2.868
C 3.943 -5.071 -1.624
C 3.234 -4.574 -0.520
C 2.087 -3.764 -0.662
H -2.402 -2.325 -0.902
H -1.831 -0.355 -2.473
H -1.810 1.779 -3.439
H 0.097 2.759 -4.624
H 1.803 0.718 -5.215
H 2.084 -0.890 -3.657
H -1.260 -5.369 -2.955
H -2.915 -6.332 -4.537
H -3.755 -4.988 -6.493
H -2.656 -2.816 -7.060
H -1.265 -1.811 -5.354
H 2.031 -3.488 -4.105
H 4.224 -4.833 -3.797
H 4.768 -5.652 -1.469
H 3.564 -4.692 0.630
H 1.585 -3.329 0.185
*
```

The value obtained for the total energy is -12070.109218 a.u. For the LUMO energy (spin up / spin down), the calculation gives 3.280 / 3.282 eV. Its strongest force on any atom is 13.965 eV/Å. The energy above the lowest of the compared OMol25 structures with the same formula, charge and spin is 17.108 eV.

---

C34H70Cl20F6NO10S2 | wB97M-V/def2-TZVPD

ORCA input file:
```
! wB97M-V def2-TZVPD RIJCOSX def2/J DEFGRID3
* xyz -1 1
C 13.297 -6.766 -25.989
F 12.458 -7.252 -25.091
F 14.488 -7.355 -26.027
F 12.678 -6.820 -27.176
S 13.466 -4.920 -25.602
O 12.132 -4.320 -25.529
O 14.312 -4.754 -24.426
N 14.299 -4.489 -27.025
S 14.882 -3.123 -26.668
O 14.013 -2.159 -25.956
O 16.228 -3.251 -26.115
C 15.159 -2.357 -28.408
F 16.124 -3.073 -29.065
F 13.934 -2.244 -29.003
F 15.633 -1.173 -28.156
C 14.735 -1.308 -19.033
O 14.124 -2.031 -20.066
C 14.634 -3.314 -20.292
C 13.873 -4.198 -21.333
O 12.589 -4.266 -20.832
C 11.640 -4.322 -21.921
H 15.526 -1.900 -18.572
H 14.052 -1.078 -18.215
H 15.061 -0.336 -19.404
H 14.585 -3.865 -19.353
H 15.709 -3.298 -20.477
H 14.310 -5.186 -21.483
H 13.957 -3.601 -22.241
H 11.716 -3.473 -22.600
H 10.686 -4.429 -21.405
H 11.721 -5.274 -22.446
C 19.880 -4.718 -30.928
O 18.506 -4.617 -31.337
C 18.148 -5.559 -32.360
C 16.636 -5.506 -32.638
O 16.217 -4.375 -33.371
C 15.981 -3.238 -32.591
H 20.507 -4.263 -31.695
H 20.222 -5.753 -30.892
H 20.046 -4.199 -29.985
H 18.363 -6.545 -31.947
H 18.720 -5.454 -33.282
H 16.132 -5.638 -31.681
H 16.410 -6.299 -33.351
H 16.885 -2.885 -32.094
H 15.287 -3.459 -31.780
H 15.430 -2.494 -33.165
C 16.085 0.551 -31.449
O 17.180 1.370 -31.018
C 17.003 2.813 -31.318
C 16.817 3.141 -32.804
O 15.609 2.755 -33.462
C 15.552 3.239 -34.770
H 15.135 1.066 -31.302
H 16.143 -0.432 -30.982
H 16.152 0.350 -32.518
H 17.980 3.200 -31.027
H 16.191 3.147 -30.673
H 17.634 2.722 -33.392
H 17.079 4.197 -32.867
H 14.792 2.731 -35.363
H 16.545 3.134 -35.208
H 15.479 4.327 -34.757
Cl 16.660 -7.821 -29.852
C 16.439 -6.383 -28.808
C 17.129 -6.507 -27.444
Cl 18.965 -6.524 -27.497
H 15.362 -6.372 -28.642
H 16.793 -5.520 -29.373
H 16.850 -7.445 -26.965
H 16.684 -5.736 -26.815
Cl 14.449 -11.171 -26.119
C 13.038 -10.453 -26.926
C 13.306 -10.012 -28.387
Cl 13.427 -11.399 -29.510
H 12.853 -9.476 -26.479
H 12.161 -11.080 -26.766
H 14.258 -9.485 -28.454
H 12.574 -9.281 -28.733
Cl 19.286 -1.255 -28.171
C 19.443 -2.755 -27.123
C 19.850 -2.338 -25.715
Cl 21.456 -1.587 -25.529
H 20.221 -3.381 -27.559
H 18.481 -3.251 -26.995
H 19.773 -3.138 -24.979
H 19.186 -1.500 -25.503
Cl 9.125 -7.092 -26.916
C 8.877 -5.405 -26.301
C 9.290 -5.268 -24.866
Cl 8.144 -6.066 -23.763
H 7.812 -5.180 -26.367
H 9.403 -4.710 -26.956
H 9.353 -4.220 -24.573
H 10.268 -5.735 -24.748
Cl 12.968 -5.037 -31.523
C 12.634 -5.394 -29.812
C 11.152 -5.747 -29.529
Cl 10.756 -7.414 -30.001
H 12.981 -4.548 -29.219
H 13.378 -6.131 -29.509
H 10.559 -5.063 -30.136
H 10.952 -5.496 -28.488
Cl 15.031 -10.801 -21.992
C 13.457 -9.991 -21.670
C 13.337 -8.684 -22.405
Cl 11.846 -7.789 -22.164
H 13.341 -9.822 -20.600
H 12.704 -10.682 -22.050
H 13.509 -8.882 -23.463
H 14.126 -7.991 -22.113
Cl 9.216 -2.138 -27.732
C 10.863 -1.402 -27.670
C 10.812 -0.172 -26.743
Cl 12.287 0.856 -27.025
H 11.143 -1.145 -28.692
H 11.557 -2.178 -27.347
H 10.808 -0.466 -25.693
H 9.925 0.416 -26.977
Cl 13.255 2.065 -23.843
C 13.573 0.822 -22.562
C 12.893 -0.488 -22.927
Cl 11.140 -0.246 -22.914
H 13.071 1.251 -21.695
H 14.656 0.773 -22.445
H 13.142 -1.314 -22.261
H 13.264 -0.835 -23.891
Cl 16.465 3.504 -27.476
C 16.094 1.839 -27.121
C 16.258 1.418 -25.676
Cl 17.970 1.239 -25.302
H 16.731 1.242 -27.773
H 15.050 1.759 -27.423
H 15.780 0.455 -25.496
H 15.785 2.177 -25.053
Cl 19.718 -5.537 -23.919
C 18.306 -4.970 -22.981
C 16.939 -5.507 -23.496
Cl 16.678 -7.254 -22.922
H 18.242 -3.882 -22.987
H 18.318 -5.210 -21.917
H 16.888 -5.496 -24.585
H 16.117 -4.854 -23.201
*
```

The value obtained for the total energy is -12744.015508 a.u. For the LUMO energy, the calculation gives 1.991 eV. Its strongest force on any atom is 4.690 eV/Å.

---

C6H10NO | wB97M-V/def2-TZVPD

ORCA input file:
```
! wB97M-V def2-TZVPD RIJCOSX def2/J DEFGRID3
* xyz 1 1
C -1.315 2.173 -2.072
N -1.193 0.927 -1.829
C 0.036 0.345 -1.336
C -0.030 -0.621 -0.433
C 1.134 -1.203 0.294
C 0.973 -1.233 1.836
C 0.107 -0.128 2.382
O -1.074 -0.072 2.150
H -0.442 2.795 -1.985
H -2.296 2.544 -2.344
H -2.017 0.351 -1.989
H 0.905 0.741 -1.845
H -1.039 -0.919 -0.151
H 1.212 -2.238 -0.031
H 2.025 -0.674 0.003
H 0.457 -2.160 2.100
H 1.965 -1.293 2.271
H 0.593 0.664 2.980
*
```

The value obtained for the total energy is -364.304685 a.u. For the LUMO energy, the calculation gives -5.150 eV. Its strongest force on any atom is 0.723 eV/Å. The energy above the lowest of the compared OMol25 structures with the same formula, charge and spin is 1.158 eV.